Molecular formula: C72H160N8O5
Method: DFT, wB97M-V/def2-TZVPD

Computed properties:
multiplicity	1
net charge	+6
highest occupied orbital energy	-16.0	eV
HOMO-LUMO gap	4.61	eV

The geometry in XYZ format:
```
245
Properties=species:S:1:pos:R:3:forces:R:3
C 23.843 13.931 17.093 -0.341 0.830 -0.911
C 23.121 15.268 17.525 0.739 0.113 0.148
C 23.810 16.614 17.139 0.158 -0.184 1.619
N 23.416 17.904 17.956 -0.084 0.809 -0.882
C 21.921 18.215 17.720 0.032 0.164 0.328
C 21.510 19.581 18.270 0.890 0.613 0.565
C 22.393 20.760 17.752 0.930 -0.093 0.677
C 23.929 20.496 17.887 -1.062 -2.068 0.011
C 24.250 19.077 17.321 0.543 1.259 0.413
C 23.687 17.773 19.506 -0.506 -0.419 -2.192
H 23.217 13.106 17.433 0.291 -0.061 -0.057
H 24.882 13.711 17.338 -0.124 0.460 1.122
H 23.961 13.867 16.011 -0.689 0.041 -0.337
H 23.040 15.192 18.609 -0.056 0.219 0.142
H 22.103 15.277 17.135 -0.031 -0.193 -0.095
H 23.659 16.863 16.088 0.206 0.080 0.132
H 24.859 16.534 17.424 0.220 -0.075 -0.604
H 21.649 18.167 16.666 0.736 -0.069 -0.251
H 21.380 17.393 18.188 -0.035 0.060 0.223
H 20.465 19.810 18.064 0.017 -0.269 -0.347
H 21.546 19.550 19.359 0.093 0.016 0.161
H 22.081 20.988 16.733 0.356 0.200 -0.037
H 22.296 21.639 18.390 -0.912 0.075 -0.251
H 24.596 21.238 17.447 -0.378 -0.068 -0.609
H 24.256 20.494 18.926 -0.377 0.072 0.370
H 24.164 19.149 16.237 -0.751 -0.646 -0.112
H 25.324 18.955 17.458 0.009 -0.915 0.445
H 23.405 18.704 19.998 0.219 -0.230 -0.145
H 24.729 17.485 19.640 -0.045 0.265 -0.006
H 23.041 16.947 19.802 0.085 0.243 0.255
C 11.548 14.936 19.346 -0.446 0.297 -0.459
C 12.825 15.245 18.503 -1.143 0.240 0.926
C 13.755 16.032 19.455 1.370 -0.077 -1.189
N 15.114 16.517 18.815 0.782 0.671 -0.106
C 14.768 17.498 17.618 -0.122 -0.229 0.711
C 15.847 18.489 17.124 0.720 -2.212 0.067
C 16.599 19.155 18.263 -0.129 0.348 -0.606
C 17.103 18.119 19.252 -1.681 -0.607 0.761
C 15.963 17.272 19.878 0.113 -0.336 -1.173
C 16.007 15.321 18.320 -1.822 1.967 -0.379
H 11.780 14.260 20.168 -0.062 0.132 0.036
H 10.737 14.498 18.764 0.455 -0.494 -0.346
H 11.011 15.816 19.699 0.584 0.312 0.395
H 12.561 15.808 17.608 -0.049 0.278 0.197
H 13.129 14.265 18.132 0.861 0.097 0.290
H 14.070 15.456 20.326 -0.160 -0.144 -0.002
H 13.349 16.983 19.801 -0.475 -0.259 -0.064
H 13.962 18.139 17.975 -0.249 -0.359 0.296
H 14.354 16.810 16.881 0.199 0.420 -0.273
H 15.419 19.088 16.320 -0.161 0.406 0.492
H 16.649 17.944 16.626 -0.079 -0.465 -0.447
H 15.988 19.940 18.708 0.229 0.022 0.347
H 17.494 19.581 17.809 -0.146 0.575 0.129
H 17.476 18.621 20.145 0.770 -0.057 -0.227
H 17.793 17.415 18.786 0.530 0.398 0.069
H 15.393 17.959 20.503 -0.633 -0.444 -0.167
H 16.385 16.457 20.466 -0.097 0.222 0.359
H 16.940 15.800 18.022 0.091 -0.559 0.231
H 15.501 14.968 17.421 0.145 -0.297 0.138
H 16.044 14.544 19.083 0.160 0.263 -0.022
C 25.767 10.552 13.408 -0.290 0.974 -0.033
C 24.360 9.973 13.650 0.158 -0.823 1.142
C 23.408 10.958 14.321 0.385 -1.065 0.816
N 22.037 10.367 14.789 -0.755 1.400 -1.815
C 21.397 11.455 15.712 -0.568 -1.547 -1.590
C 19.851 11.264 15.807 0.678 0.050 -0.051
C 19.084 11.028 14.480 -0.220 0.143 0.588
C 19.711 9.925 13.639 0.142 1.267 1.096
C 21.205 10.290 13.453 -0.991 -1.842 0.145
C 22.084 8.977 15.502 0.396 1.980 -1.073
H 26.446 9.895 12.864 -0.308 -0.052 0.006
H 26.289 10.906 14.297 -0.236 -0.735 0.603
H 25.709 11.513 12.896 -0.200 -0.022 -0.810
H 24.469 9.166 14.375 0.214 -0.276 -0.118
H 23.905 9.509 12.775 0.219 0.270 -0.282
H 23.277 11.779 13.616 -0.720 0.275 0.401
H 23.839 11.267 15.274 0.354 0.309 -0.064
H 21.622 12.400 15.217 0.026 0.035 0.013
H 21.924 11.406 16.665 -0.089 -0.135 0.005
H 19.576 12.201 16.290 -0.611 -0.050 0.092
H 19.598 10.442 16.477 0.157 0.064 0.202
H 18.944 11.963 13.937 0.294 0.065 -0.216
H 18.075 10.667 14.679 -0.099 0.335 0.457
H 19.111 9.868 12.731 0.691 -0.053 -0.426
H 19.490 8.999 14.169 0.665 -0.302 -0.110
H 21.269 11.207 12.867 0.257 0.258 0.536
H 21.609 9.490 12.833 0.655 0.110 0.231
H 22.997 9.002 16.097 -0.086 -0.275 0.101
H 22.120 8.279 14.666 -0.063 -0.367 0.584
H 21.187 8.940 16.121 0.183 -0.387 -0.224
C 21.583 10.998 9.347 0.621 0.770 0.103
C 22.115 12.210 10.179 0.178 1.509 -0.285
C 22.966 13.234 9.412 1.391 0.130 -0.083
N 23.734 14.421 10.175 0.042 0.676 -0.604
C 24.925 13.963 11.114 -0.937 1.804 0.579
C 25.528 15.147 11.997 -1.342 -0.219 -0.453
C 24.385 15.824 12.789 -0.662 0.405 -0.403
C 23.254 16.376 11.887 0.404 -0.926 -0.643
C 22.652 15.282 10.932 1.174 0.433 0.013
C 24.347 15.280 9.000 -0.859 -0.304 1.123
H 21.460 11.183 8.280 -0.026 0.596 0.025
H 20.581 10.790 9.722 0.283 -0.592 0.034
H 22.290 10.168 9.349 -0.317 -0.188 0.481
H 22.744 11.969 11.036 -0.297 -0.702 0.251
H 21.264 12.798 10.524 -0.251 -0.327 0.336
H 22.400 13.777 8.655 0.026 -0.182 -0.027
H 23.814 12.716 8.964 -0.130 0.008 -0.380
H 24.436 13.313 11.840 0.277 -0.443 -0.238
H 25.723 13.495 10.537 -0.481 -0.198 -0.208
H 26.335 14.756 12.616 -0.318 -0.443 0.243
H 26.056 15.929 11.450 -0.256 -0.083 -0.560
H 23.795 15.193 13.453 0.608 -0.810 0.314
H 24.739 16.645 13.413 0.296 0.057 -0.070
H 22.464 16.770 12.526 -0.201 -0.165 -0.099
H 23.561 17.228 11.280 0.256 -0.056 -0.060
H 21.953 14.568 11.368 0.354 0.065 0.433
H 22.077 15.856 10.204 0.127 -0.439 -0.435
H 24.908 14.660 8.301 0.016 -0.156 0.361
H 24.965 16.062 9.441 -0.057 -0.146 -0.120
H 23.499 15.721 8.475 0.146 0.024 0.027
C 31.726 23.860 24.074 1.613 -0.353 -0.404
C 30.262 23.961 23.862 -0.885 -0.535 0.691
C 29.681 22.574 23.358 -0.053 2.675 0.020
N 28.364 22.834 22.587 -1.707 -1.561 -0.662
C 27.677 21.430 22.361 2.148 0.444 0.724
C 26.535 21.431 21.428 -0.707 1.167 -1.320
C 26.804 22.202 20.072 -0.508 -0.701 1.623
C 27.342 23.640 20.326 -0.709 -1.823 -0.441
C 28.602 23.556 21.186 -0.098 0.711 1.457
C 27.318 23.571 23.408 0.828 0.680 0.042
H 32.198 24.764 24.457 -0.300 0.099 -0.067
H 32.210 23.621 23.128 0.271 0.051 -0.071
H 32.014 23.070 24.768 -0.204 -0.106 0.086
H 30.014 24.836 23.262 0.003 -0.312 -0.524
H 29.855 24.222 24.839 -0.546 -0.296 0.033
H 29.538 21.941 24.234 -0.583 -0.081 -0.216
H 30.387 22.074 22.695 -0.184 0.112 -0.264
H 28.533 20.822 22.068 -0.216 -0.295 -0.366
H 27.370 21.078 23.346 0.157 0.164 0.097
H 26.168 20.422 21.242 0.441 -0.261 -0.106
H 25.671 21.886 21.911 -0.028 0.240 0.035
H 27.489 21.583 19.493 0.143 0.183 -0.271
H 25.811 22.189 19.621 0.238 0.373 -0.564
H 27.490 24.095 19.346 0.723 0.127 0.121
H 26.508 24.226 20.712 0.346 0.142 0.628
H 29.478 23.107 20.717 -0.338 -0.570 -0.071
H 28.952 24.557 21.437 -0.158 -0.003 0.199
H 27.621 24.617 23.450 -0.225 -0.050 0.138
H 27.268 23.158 24.416 0.338 -0.038 -0.076
H 26.319 23.476 22.982 0.378 0.094 -0.242
C 27.554 17.884 14.527 1.046 -0.095 -1.622
C 28.291 18.832 15.428 -0.895 1.925 0.962
C 28.727 20.179 14.713 0.001 -0.523 1.384
N 29.169 21.314 15.661 -1.290 -0.278 2.575
C 30.206 20.791 16.634 -1.008 -0.794 -1.050
C 30.751 21.873 17.491 0.976 0.902 1.216
C 31.374 23.004 16.679 0.278 -0.560 -0.238
C 30.358 23.618 15.742 -0.723 -0.378 -0.963
C 29.684 22.488 14.866 0.674 0.080 -0.057
C 27.905 21.860 16.430 0.606 -0.415 -1.567
H 26.836 18.396 13.886 -0.185 0.021 0.189
H 27.100 17.005 14.985 0.001 0.168 0.381
H 28.332 17.525 13.853 -0.225 -0.480 -0.407
H 29.077 18.325 15.987 0.198 0.131 -0.203
H 27.542 19.169 16.144 0.054 0.020 0.579
H 27.839 20.629 14.269 0.253 -0.273 -0.926
H 29.598 19.964 14.094 -0.349 0.396 -0.506
H 30.855 20.245 15.950 0.915 0.360 0.354
H 29.724 20.004 17.213 -0.154 0.194 0.153
H 31.484 21.499 18.206 0.269 -0.458 -0.292
H 29.992 22.235 18.183 -0.498 0.178 -0.192
H 32.159 22.514 16.103 0.015 -0.038 -0.511
H 31.979 23.738 17.212 -0.615 0.089 0.521
H 30.876 24.339 15.110 -0.111 -0.312 -0.514
H 29.589 24.246 16.193 -0.025 -0.228 0.494
H 30.451 22.050 14.226 0.029 0.132 -0.195
H 28.801 22.716 14.271 0.245 0.848 -0.247
H 27.254 22.090 15.586 -0.572 0.362 0.042
H 28.115 22.783 16.970 0.294 -0.330 -0.091
H 27.428 21.111 17.063 0.449 -0.122 0.022
C 28.253 18.095 18.941 -1.006 -0.496 -0.327
C 27.767 16.684 18.495 1.037 -0.592 -1.201
C 28.847 15.569 18.637 -1.270 0.055 -0.283
N 28.291 14.130 18.332 1.171 1.178 1.047
C 27.743 13.939 16.847 -0.694 1.599 1.549
C 28.770 14.204 15.783 0.071 -1.812 0.296
C 29.824 13.093 15.901 -0.318 0.176 -0.102
C 30.482 13.200 17.267 0.156 0.453 0.328
C 29.522 13.252 18.492 0.101 -0.976 -0.370
C 27.345 13.732 19.508 -0.327 -0.591 -2.437
H 28.061 18.264 20.001 0.199 -0.067 0.030
H 27.662 18.815 18.376 -0.112 0.209 0.134
H 29.287 18.350 18.707 0.088 -0.509 0.073
H 27.519 16.647 17.435 0.374 0.711 -0.500
H 26.777 16.391 18.845 0.225 0.049 1.116
H 29.288 15.598 19.633 -0.336 -0.586 0.174
H 29.701 15.734 17.979 -0.294 0.120 -0.265
H 26.943 14.665 16.705 -0.223 0.133 0.507
H 27.277 12.963 16.712 0.355 -0.302 0.619
H 29.228 15.193 15.803 -0.161 0.055 -0.022
H 28.191 14.047 14.874 0.180 0.385 -0.335
H 30.469 13.184 15.027 0.637 -0.070 0.488
H 29.415 12.084 15.845 -0.592 0.097 -0.272
H 31.095 14.101 17.256 0.301 -0.056 0.235
H 31.120 12.332 17.433 0.184 0.195 0.102
H 30.032 13.570 19.402 0.162 0.308 -0.212
H 29.161 12.265 18.780 -0.174 -0.207 -0.521
H 26.452 14.357 19.509 0.240 0.196 -0.015
H 27.825 13.702 20.486 0.348 0.104 -0.410
H 27.038 12.748 19.154 -0.276 -0.379 0.755
C 20.177 13.749 20.025 -0.040 0.613 1.759
N 20.793 13.819 21.453 0.368 0.320 -1.289
C 20.590 12.410 22.031 0.943 1.644 0.019
C 22.293 14.113 21.335 -0.686 0.683 -0.171
C 20.153 14.950 22.338 -0.367 -1.297 -0.384
C 18.638 14.948 22.456 -1.543 -1.342 0.481
O 18.082 13.839 23.213 1.353 0.542 -0.733
H 20.234 14.735 19.564 0.189 -0.045 -0.025
H 19.131 13.519 20.228 0.095 -0.169 -0.457
H 20.659 12.974 19.429 0.057 0.064 0.256
H 21.302 11.806 21.468 -0.691 -0.499 -0.245
H 19.513 12.271 21.940 0.430 -0.804 0.389
H 21.005 12.446 23.038 -0.637 -0.159 0.218
H 22.791 14.148 22.304 -0.255 -0.584 0.058
H 22.417 15.121 20.941 -0.331 0.107 -0.089
H 22.770 13.448 20.615 -0.163 -0.397 0.381
H 20.352 15.909 21.859 0.711 -0.072 0.193
H 20.645 14.754 23.290 -0.091 0.641 0.102
H 18.177 14.972 21.468 0.135 -0.072 -0.365
H 18.240 15.847 22.926 0.761 0.396 0.188
H 17.250 13.560 22.824 -0.201 0.036 0.086
C 23.300 10.617 19.324 0.113 -0.324 0.335
C 24.803 10.550 18.933 2.594 -1.318 0.462
O 25.122 10.654 17.723 -1.477 1.204 -1.645
O 25.698 10.267 19.777 -2.119 1.067 0.397
H 23.167 10.196 20.320 -0.017 0.091 0.046
H 22.644 10.071 18.645 0.302 -0.379 -0.202
H 22.869 11.618 19.294 0.269 0.596 0.118
C 24.822 20.954 14.073 -1.422 -1.076 -0.004
C 25.353 21.930 13.065 0.740 2.124 -1.545
O 26.083 22.815 13.590 0.950 -0.164 0.579
O 24.988 21.877 11.872 0.134 -0.970 1.418
H 25.162 19.947 13.830 -0.008 -0.303 0.112
H 23.752 21.013 13.874 -0.329 -0.460 0.244
H 24.985 21.219 15.117 0.363 0.086 0.000
```
Forces are in eV/Å.